Record 1
{
  "formula": "C17H48BrCuN6O5",
  "method": "ωB97M-V/def2-TZVPD",
  "elements": ["Cu", "Br", "C", "O", "N", "N", "H", "H", "H", "H", "C", "C", "C", "O", "C", "N", "H", "H", "H", "H", "H", "H", "H", "H", "H", "H", "H", "C", "C", "C", "O", "C", "N", "H", "H", "H", "H", "H", "H", "H", "H", "H", "H", "H", "C", "C", "C", "O", "C", "N", "H", "H", "H", "H", "H", "H", "H", "H", "H", "H", "H", "C", "C", "C", "O", "C", "N", "H", "H", "H", "H", "H", "H", "H", "H", "H", "H", "H"],
  "coordinates": [[-1.970, -0.310, -1.010], [-0.112, 0.504, 0.637], [-1.929, 2.947, -1.662], [-1.955, 1.706, -1.791], [-0.904, 3.568, -1.039], [-2.936, 3.715, -2.143], [-0.797, 4.563, -1.111], [-0.111, 2.977, -0.848], [-2.838, 4.716, -2.148], [-3.778, 3.361, -2.554], [0.629, -3.847, -1.159], [0.163, -2.395, -1.123], [0.355, -1.763, -2.481], [-0.187, -0.445, -2.507], [0.031, 0.187, -3.758], [-1.287, -2.316, -0.784], [0.413, -4.334, -0.209], [1.696, -3.884, -1.376], [0.117, -4.378, -1.966], [0.709, -1.838, -0.366], [-0.140, -2.274, -3.316], [1.440, -1.736, -2.637], [-0.535, -0.264, -4.577], [1.104, 0.111, -3.958], [-0.211, 1.243, -3.690], [-1.447, -2.837, 0.083], [-1.782, -2.967, -1.406], [2.309, -3.903, 3.467], [2.352, -2.458, 2.983], [2.949, -2.305, 1.601], [4.222, -2.839, 1.395], [5.228, -2.210, 2.172], [0.960, -1.991, 2.892], [1.715, -4.540, 2.816], [1.880, -3.902, 4.474], [3.312, -4.298, 3.646], [2.911, -1.935, 3.772], [2.742, -1.299, 1.198], [2.327, -2.936, 0.947], [5.131, -2.468, 3.232], [5.205, -1.116, 2.101], [6.192, -2.559, 1.809], [0.593, -1.799, 3.824], [0.910, -1.035, 2.524], [-4.598, 1.727, -0.073], [-4.716, 0.465, 0.781], [-5.886, -0.351, 0.322], [-5.870, -1.542, 1.081], [-6.858, -2.472, 0.679], [-3.454, -0.325, 0.649], [-4.354, 1.431, -1.094], [-3.788, 2.340, 0.329], [-5.484, 2.362, -0.077], [-4.856, 0.780, 1.818], [-5.740, -0.655, -0.725], [-6.811, 0.208, 0.480], [-7.866, -2.074, 0.802], [-6.721, -3.355, 1.301], [-6.682, -2.810, -0.350], [-2.815, 0.093, 1.328], [-3.728, -1.222, 1.062], [3.704, 2.856, -1.960], [3.642, 2.554, -0.474], [2.419, 3.165, 0.201], [2.300, 4.570, 0.049], [3.212, 5.302, 0.824], [3.617, 1.075, -0.297], [3.594, 3.927, -2.148], [2.853, 2.371, -2.449], [4.649, 2.512, -2.367], [4.561, 2.824, 0.052], [2.378, 2.923, 1.270], [1.563, 2.707, -0.295], [4.241, 5.076, 0.507], [3.168, 5.185, 1.910], [3.081, 6.348, 0.550], [2.649, 0.744, -0.286], [3.920, 0.845, 0.647]],
  "forces_ev_per_a": [[1.5, 0.5, 0.9], [-0.4, 0.1, 0.0], [-0.1, -0.2, 0.1], [-0.5, -0.9, 0.0], [-0.6, -0.3, -0.6], [0.4, 0.6, 0.1], [0.2, 0.0, 0.2], [0.0, 0.1, 0.2], [0.0, 0.0, 0.1], [0.2, -0.5, 0.0], [-0.2, 0.3, -0.3], [-0.4, -0.4, -0.3], [0.2, 0.5, -0.1], [-0.7, 0.0, 0.5], [0.7, 0.2, -0.1], [-0.9, -0.3, -0.2], [0.2, -0.1, 0.0], [0.0, -0.1, 0.2], [0.0, -0.1, 0.1], [-0.1, 0.1, 0.0], [0.2, -0.6, 0.2], [-0.1, 0.1, -0.3], [0.0, -0.2, 0.1], [-0.1, 0.0, -0.3], [-0.2, 0.0, 0.2], [0.2, 0.9, 0.5], [0.1, 0.5, -0.4], [0.4, 0.2, 0.6], [-0.3, -0.4, 0.7], [-1.2, -1.0, -0.9], [0.5, 0.7, 0.3], [0.1, 0.0, 0.2], [-0.3, 1.1, 0.3], [0.1, -0.1, -0.1], [-0.3, -0.1, -0.2], [0.0, -0.1, -0.5], [0.1, 0.4, -0.4], [0.8, 0.3, 0.3], [-0.1, 0.0, 0.2], [0.0, -0.1, 0.0], [-0.1, 0.0, -0.2], [0.0, 0.0, 0.0], [0.1, -0.7, 0.1], [0.3, -0.4, -0.4], [0.4, 0.0, 0.3], [0.0, 1.2, -0.9], [0.4, -0.9, 0.3], [-0.2, -0.1, 0.2], [0.4, -0.5, 0.0], [-0.5, 0.2, 0.4], [0.0, 0.1, 0.0], [0.1, 0.0, -0.2], [-0.2, -0.2, 0.1], [0.0, -0.3, 0.1], [-0.3, 0.4, -0.2], [-0.1, 0.0, -0.2], [0.0, 0.0, -0.1], [-0.2, 0.1, 0.1], [-0.2, 0.3, -0.1], [0.3, -0.2, -0.2], [0.4, -0.1, -0.3], [-0.2, 0.5, 0.3], [0.3, -1.1, 0.5], [0.3, 0.4, -0.1], [-0.6, -0.3, 0.1], [1.1, 0.6, -0.8], [-0.5, 0.0, 0.4], [0.1, 0.0, 0.0], [0.2, -0.2, -0.1], [-0.1, -0.1, -0.2], [0.0, 0.5, -0.3], [0.0, -0.2, -0.1], [-0.1, 0.1, 0.2], [0.0, -0.1, 0.2], [-0.5, -0.3, 0.0], [-0.2, 0.0, 0.3], [0.0, 0.1, -0.3], [0.2, 0.1, -0.1]],
  "mulliken_charge": [-0.053, -0.496, 0.298, -0.261, -0.243, -0.365, 0.207, 0.061, 0.167, 0.248, -1.823, 1.550, -0.955, 0.176, -0.858, -0.351, 0.414, 0.394, 0.541, -0.486, 0.395, 0.445, 0.261, 0.375, 0.190, 0.343, 0.263, -1.377, 0.382, 0.958, -0.442, -0.595, -0.531, 0.232, 0.404, 0.338, 0.350, -0.450, -0.311, 0.258, 0.183, 0.320, 0.288, 0.009, -1.382, 0.349, -0.873, -0.350, -0.764, -0.090, 0.114, 0.343, 0.512, 0.384, 0.303, 0.508, 0.300, 0.252, 0.328, 0.227, 0.319, -1.244, 0.222, 1.050, -0.386, -0.777, -0.575, 0.352, 0.099, 0.377, 0.593, 0.442, -1.194, 0.320, 0.311, 0.290, -0.029, 0.217],
  "homo_energy_ev": [-11.0, -11.0],
  "total_energy_ha": -5595.545400,
  "gap_ev": [8.36, 5.79],
  "s2": 0.75,
  "total_charge": 1,
  "spin_multiplicity": 2,
  "e_above_lowest_kj_mol": 0.00,
  "largest_force_ev_per_a": 1.86
}

Record 2
{
  "formula": "C17H48Cl4O16",
  "method": "ωB97M-V/def2-TZVPD",
  "elements": ["Cl", "C", "Cl", "Cl", "Cl", "O", "C", "C", "O", "H", "H", "H", "H", "H", "H", "O", "C", "C", "O", "H", "H", "H", "H", "H", "H", "O", "C", "C", "O", "H", "H", "H", "H", "H", "H", "O", "C", "C", "O", "H", "H", "H", "H", "H", "H", "O", "C", "C", "O", "H", "H", "H", "H", "H", "H", "O", "C", "C", "O", "H", "H", "H", "H", "H", "H", "O", "C", "C", "O", "H", "H", "H", "H", "H", "H", "O", "C", "C", "O", "H", "H", "H", "H", "H", "H"],
  "coordinates": [[-2.699, 4.113, -6.581], [-3.730, 3.003, -7.527], [-4.434, 1.802, -6.424], [-5.073, 3.803, -8.284], [-2.870, 2.226, -8.808], [5.329, -4.628, 1.721], [4.188, -3.727, 1.640], [3.396, -4.003, 0.426], [3.007, -5.416, 0.434], [5.194, -5.279, 1.028], [3.531, -4.066, 2.441], [4.549, -2.702, 1.726], [4.002, -3.839, -0.465], [2.603, -3.257, 0.466], [2.151, -5.350, 0.864], [4.529, 1.188, -2.851], [4.895, 2.277, -3.606], [4.866, 1.983, -5.093], [3.529, 1.578, -5.479], [3.629, 1.288, -2.534], [4.218, 3.116, -3.445], [5.901, 2.592, -3.328], [5.406, 1.069, -5.340], [5.429, 2.619, -5.776], [3.483, 0.635, -5.301], [-2.025, -4.840, -5.279], [-0.970, -3.978, -4.925], [0.399, -4.646, -5.298], [1.571, -3.757, -5.237], [-1.876, -5.091, -6.194], [-1.232, -3.129, -5.557], [-1.152, -3.852, -3.857], [0.286, -5.214, -6.222], [0.593, -5.461, -4.602], [2.265, -4.368, -4.977], [2.546, -0.925, 6.390], [1.549, -0.478, 5.534], [0.625, 0.487, 6.366], [-0.011, -0.212, 7.466], [2.171, -0.956, 7.273], [1.893, 0.066, 4.655], [0.847, -1.209, 5.133], [-0.154, 0.915, 5.735], [1.310, 1.228, 6.777], [-0.793, 0.294, 7.699], [0.501, 5.310, 1.678], [1.199, 6.462, 1.313], [0.572, 7.251, 0.092], [1.402, 8.390, -0.315], [-0.071, 5.488, 2.429], [1.217, 7.154, 2.155], [2.248, 6.187, 1.208], [-0.403, 7.653, 0.370], [0.357, 6.640, -0.784], [0.850, 8.695, -1.038], [-3.307, 5.094, 4.788], [-4.192, 4.028, 4.889], [-4.803, 3.880, 6.325], [-4.563, 2.637, 7.021], [-3.831, 5.862, 4.553], [-5.059, 4.193, 4.249], [-3.725, 3.097, 4.567], [-5.871, 4.096, 6.283], [-4.484, 4.763, 6.878], [-5.440, 2.434, 7.353], [-3.128, -7.384, -1.131], [-2.255, -7.519, -0.055], [-2.674, -6.308, 0.868], [-2.084, -5.087, 0.498], [-3.129, -6.483, -1.463], [-2.445, -8.458, 0.464], [-1.211, -7.494, -0.366], [-2.298, -6.511, 1.870], [-3.753, -6.165, 0.917], [-2.686, -4.340, 0.510], [0.562, 1.049, -0.186], [-0.391, 1.311, -1.224], [-1.814, 1.146, -0.751], [-2.088, -0.136, -0.506], [0.295, 1.667, 0.499], [-0.167, 2.278, -1.674], [-0.171, 0.468, -1.878], [-2.516, 1.426, -1.536], [-2.048, 1.698, 0.160], [-1.468, -0.371, 0.189]],
  "forces_ev_per_a": [[-0.3, -0.2, -0.4], [-0.4, -0.1, 0.7], [0.3, -0.2, 0.2], [-0.6, 1.0, -0.1], [0.9, -0.5, -0.3], [-0.2, 1.0, -0.2], [1.2, -1.8, 0.9], [0.6, -0.2, -0.7], [-0.4, 1.9, -0.2], [0.0, -0.3, 0.1], [0.0, 0.7, 0.6], [-0.2, 0.0, 0.1], [-0.1, 0.0, -0.2], [-0.7, -0.4, -0.5], [-0.2, -0.7, 0.1], [-0.3, -1.3, 0.8], [0.5, 1.5, -1.3], [-0.1, -2.6, -0.3], [0.1, 1.2, -0.3], [0.0, 0.0, -0.1], [0.0, 0.2, 0.1], [0.1, 0.0, 0.1], [0.7, -0.3, 0.8], [-1.0, 1.1, 0.1], [-0.1, 0.1, 0.0], [-0.4, -1.5, -0.1], [0.3, -0.4, -0.9], [0.1, 0.4, 1.3], [-1.6, -1.0, -0.4], [-0.3, -0.1, -0.2], [1.1, 1.0, 0.6], [0.7, 0.6, -0.1], [0.1, 0.7, -0.7], [-0.3, 0.0, 0.5], [0.3, 0.3, 0.0], [0.8, -0.5, -0.4], [-2.7, 1.4, 1.0], [0.5, -0.6, -0.4], [0.6, 0.0, -0.8], [-0.1, -0.2, 0.1], [0.7, 0.1, 0.3], [0.3, -0.9, 0.1], [0.2, 0.2, -0.1], [-0.2, 0.4, 0.0], [0.0, 0.0, 0.1], [-0.6, -0.7, -0.2], [0.2, 1.6, -0.3], [0.7, 0.0, 0.6], [-0.9, -1.4, 0.4], [0.0, 0.1, -0.1], [-0.1, 0.3, 0.0], [0.0, 0.0, -0.8], [-0.1, -0.1, 0.5], [0.4, -0.5, 0.1], [0.4, 0.7, -0.3], [0.5, 0.6, -0.2], [-1.4, -1.1, 1.0], [0.1, 0.5, -0.3], [-0.3, 1.1, -0.7], [0.2, 0.2, 0.0], [0.1, -0.1, -0.4], [0.2, 0.0, 0.2], [-0.3, -0.6, -0.3], [0.8, -0.2, 0.4], [0.2, -0.5, 0.3], [-0.6, -1.2, -1.6], [-1.2, 2.4, 0.9], [1.1, -1.0, 1.3], [0.8, 0.6, -1.1], [0.3, 0.1, 0.1], [-0.2, 0.0, -0.1], [0.2, 0.2, 0.2], [-0.2, -0.2, 0.4], [-0.1, -0.7, -0.2], [-0.2, -0.3, 0.1], [-0.6, 0.3, 0.4], [0.8, -0.6, -0.1], [-0.1, 2.4, -1.1], [-0.4, -3.5, 1.0], [0.5, 0.1, 0.5], [-0.2, 0.0, -0.2], [-0.3, 0.4, -0.7], [0.1, 0.6, -0.1], [0.2, 0.9, 0.0], [0.0, -0.7, 0.2]],
  "mulliken_charge": [-0.095, 0.391, -0.105, -0.104, -0.088, -0.511, -0.077, -0.671, -0.527, 0.294, 0.207, 0.302, 0.354, 0.313, 0.317, -0.481, -0.246, -0.498, -0.526, 0.286, 0.233, 0.288, 0.273, 0.357, 0.313, -0.529, -0.217, -0.336, -0.503, 0.284, 0.270, 0.207, 0.247, 0.261, 0.315, -0.505, -0.256, -0.548, -0.534, 0.334, 0.294, 0.224, 0.369, 0.323, 0.300, -0.474, -0.388, -0.277, -0.516, 0.285, 0.257, 0.289, 0.228, 0.283, 0.313, -0.513, -0.323, -0.435, -0.502, 0.303, 0.251, 0.274, 0.346, 0.282, 0.320, -0.522, -0.238, -0.490, -0.485, 0.313, 0.281, 0.224, 0.265, 0.348, 0.304, -0.490, -0.400, -0.348, -0.491, 0.283, 0.316, 0.251, 0.282, 0.255, 0.338],
  "homo_energy_ev": -9.8,
  "total_energy_ha": -3720.821570,
  "smiles": "ClC(Cl)(Cl)Cl.OCCO.OCCO.OCCO.OCCO.OCCO.OCCO.OCCO.OCCO",
  "gap_ev": 9.71,
  "total_charge": 0,
  "spin_multiplicity": 1,
  "largest_force_ev_per_a": 3.70
}

Record 3
{
  "formula": "C17H48ClN4O9",
  "method": "ωB97M-V/def2-TZVPD",
  "elements": ["Cl", "O", "O", "O", "O", "C", "O", "H", "H", "H", "H", "C", "C", "C", "O", "C", "N", "H", "H", "H", "H", "H", "H", "H", "H", "H", "H", "H", "C", "C", "C", "O", "C", "N", "H", "H", "H", "H", "H", "H", "H", "H", "H", "H", "H", "C", "C", "C", "O", "C", "N", "H", "H", "H", "H", "H", "H", "H", "H", "H", "H", "H", "C", "C", "C", "O", "C", "N", "H", "H", "H", "H", "H", "H", "H", "H", "H", "H", "H"],
  "coordinates": [[-9.120, -13.077, -2.052], [-9.070, -12.373, -3.317], [-9.843, -12.145, -1.231], [-9.962, -14.189, -2.194], [-7.779, -13.288, -1.641], [-7.278, -12.290, -9.578], [-6.691, -13.439, -10.147], [-7.631, -11.622, -10.363], [-8.139, -12.523, -8.951], [-6.606, -11.865, -8.832], [-6.268, -13.899, -9.418], [-9.968, -14.746, 7.069], [-9.876, -14.880, 5.647], [-11.062, -15.702, 4.989], [-10.761, -16.370, 3.799], [-10.287, -17.727, 4.055], [-9.960, -13.569, 5.068], [-9.373, -13.931, 7.481], [-9.540, -15.648, 7.504], [-10.995, -14.658, 7.423], [-8.986, -15.429, 5.341], [-11.965, -15.115, 4.818], [-11.477, -16.372, 5.742], [-11.216, -18.280, 4.197], [-9.584, -17.872, 4.875], [-9.787, -18.037, 3.137], [-8.998, -13.263, 5.105], [-10.177, -13.667, 4.087], [-13.685, -19.710, -2.625], [-13.985, -18.391, -3.359], [-13.160, -18.167, -4.686], [-13.718, -17.032, -5.340], [-12.920, -16.811, -6.476], [-15.430, -18.466, -3.662], [-12.599, -19.770, -2.550], [-13.947, -20.630, -3.148], [-13.965, -19.626, -1.575], [-13.749, -17.485, -2.802], [-13.373, -19.021, -5.328], [-12.087, -18.107, -4.502], [-11.870, -17.090, -6.392], [-12.863, -15.757, -6.747], [-13.267, -17.304, -7.385], [-15.823, -18.869, -2.823], [-15.576, -19.313, -4.193], [-14.541, -9.961, -4.141], [-15.474, -10.962, -4.655], [-15.507, -11.158, -6.196], [-16.400, -12.181, -6.631], [-17.001, -11.915, -7.881], [-14.995, -12.321, -4.110], [-14.300, -10.194, -3.104], [-14.941, -8.949, -4.079], [-13.594, -9.879, -4.674], [-16.483, -10.705, -4.331], [-14.487, -11.346, -6.534], [-15.687, -10.170, -6.619], [-16.189, -11.440, -8.433], [-17.812, -11.196, -7.769], [-17.343, -12.916, -8.143], [-14.005, -12.337, -4.311], [-14.896, -11.957, -3.173], [-5.749, -17.606, -6.122], [-4.256, -17.311, -6.201], [-3.551, -18.275, -7.180], [-3.781, -19.633, -6.694], [-3.245, -20.669, -7.407], [-4.039, -15.932, -6.678], [-6.290, -17.037, -5.366], [-5.805, -18.633, -5.760], [-6.232, -17.631, -7.099], [-3.908, -17.456, -5.179], [-2.487, -18.148, -7.375], [-3.924, -18.322, -8.203], [-2.179, -20.492, -7.546], [-3.691, -20.845, -8.386], [-3.323, -21.609, -6.860], [-3.128, -15.590, -6.407], [-4.589, -15.367, -6.046]],
  "forces_ev_per_a": [[-1.8, 4.9, -2.3], [0.7, -0.5, -1.4], [0.4, 0.2, 2.3], [-0.1, -3.3, 0.1], [0.8, -1.3, 1.2], [-0.4, -0.1, 0.9], [0.0, -0.2, -0.2], [0.5, 0.1, 0.1], [-0.5, -0.3, -0.2], [0.3, 0.7, -0.5], [0.1, -0.3, -0.1], [0.2, -0.9, 3.0], [-1.9, -1.1, -3.4], [-0.3, 0.0, 1.4], [1.2, -0.8, 0.6], [-0.8, 1.0, -1.2], [0.7, 0.6, -0.6], [-0.1, 0.2, -0.2], [-0.2, -0.2, 0.4], [0.0, 0.2, 0.0], [0.4, -0.1, 0.0], [0.4, 0.9, -0.3], [0.3, -0.8, 0.2], [0.3, -0.6, 0.2], [-0.1, 0.5, 0.3], [-0.1, -0.1, 0.0], [0.1, 0.9, -0.2], [0.0, 0.2, -0.3], [2.6, 1.2, 0.2], [0.0, -0.7, -1.4], [-2.4, -0.8, 1.1], [1.6, -0.4, 0.1], [0.3, 1.0, -1.1], [-0.3, 0.2, 0.1], [0.4, -0.2, 0.1], [-0.6, 0.2, 0.1], [-0.6, -0.4, -0.2], [-0.3, -0.2, 0.6], [0.3, -0.5, -0.2], [0.0, 0.3, 0.1], [0.1, -0.3, 0.6], [-0.4, 0.2, 0.4], [-0.5, -0.4, 0.0], [-0.4, 0.7, 0.8], [0.3, -0.1, -1.1], [1.0, 2.1, 0.5], [-0.1, -3.1, -1.8], [0.2, 0.8, 0.8], [0.4, 0.9, 1.4], [0.9, 0.0, 1.3], [-1.2, 1.9, 0.5], [0.1, 0.0, 0.0], [-0.2, 0.2, -0.3], [0.1, -0.3, -0.1], [-0.1, -0.6, 0.2], [0.3, -0.6, 0.0], [-0.8, 0.2, -0.4], [-0.4, -0.4, -1.2], [-0.3, 0.0, -0.2], [-0.1, 0.4, -1.0], [0.5, -0.3, -0.8], [-0.3, -1.2, 1.1], [0.2, -1.2, 0.0], [-0.1, 0.2, -0.9], [-0.4, -2.1, -0.1], [-0.7, 1.4, 1.3], [1.1, -0.4, -0.5], [-0.2, 0.1, 0.6], [0.1, 0.5, -0.3], [-0.1, -0.1, 0.0], [-0.1, 0.5, 0.0], [0.6, -0.2, 0.0], [0.4, 0.4, 0.8], [-0.8, 0.9, -0.1], [0.4, -0.1, -0.3], [-0.3, 0.2, -0.3], [-0.2, 0.2, 0.3], [0.7, -0.3, -0.3], [-0.7, 0.3, -0.2]],
  "mulliken_charge": [1.585, -0.693, -0.677, -0.584, -0.632, -0.501, -0.502, 0.214, 0.253, 0.230, 0.300, -1.390, 0.822, -1.191, -0.328, -0.731, -0.803, 0.356, 0.352, 0.313, 0.253, 0.513, 0.442, 0.293, 0.304, 0.266, 0.256, 0.274, -1.419, 0.285, -0.733, -0.256, -0.785, -0.695, 0.377, 0.372, 0.392, 0.321, 0.314, 0.417, 0.314, 0.264, 0.294, 0.277, 0.260, -1.528, 0.513, -0.780, -0.319, -0.681, -0.692, 0.426, 0.369, 0.360, 0.262, 0.303, 0.421, 0.333, 0.242, 0.231, 0.290, 0.252, -1.408, 0.489, -0.669, -0.286, -0.752, -0.708, 0.435, 0.337, 0.307, 0.189, 0.375, 0.340, 0.295, 0.294, 0.238, 0.241, 0.291],
  "homo_energy_ev": -5.2,
  "total_energy_ha": -2032.467176,
  "gap_ev": 7.55,
  "total_charge": -1,
  "spin_multiplicity": 1,
  "e_above_lowest_kj_mol": 299.81,
  "largest_force_ev_per_a": 5.69
}